Record 1
Entry from the OMol25 dataset: one molecule with the formula C3H6N2O (ωB97M-V with the def2-TZVPD basis set).

```
12
Properties=species:S:1:pos:R:3
O 0.01 1.52 0.91
N 2.38 -1.47 -0.27
N 0.25 -0.57 0.08
C -1.94 0.58 -0.12
C 1.64 -0.48 0.03
C -0.50 0.57 0.36
H -2.63 0.37 0.71
H -2.18 -0.11 -0.94
H 1.96 0.54 0.22
H 3.34 -1.14 -0.32
H -0.21 -1.42 -0.20
H -2.13 1.60 -0.46
```

The calculation puts the relative energy (zero: lowest compared OMol25 entry of this formula, charge and spin) at 48.3 kJ/mol. The electronic energy comes out at -302.67471 a.u. As for the spin multiplicity: 1. As for the net charge: 0. As for the SMILES: [H]/N=C/NC(C)=O.

---

Record 2
Entry from the OMol25 dataset: C3H6N2O as an isolated structure (ωB97M-V with the def2-TZVPD basis set).

```
12
Properties=species:S:1:pos:R:3
O -1.32 -0.37 1.24
N 1.98 -1.24 0.53
N 0.44 0.56 -0.79
C -0.76 1.16 -0.66
C -0.55 -1.30 0.78
C 0.77 -1.02 0.46
H 1.11 1.10 -0.23
H 2.51 -0.77 -0.21
H -1.32 0.49 0.41
H -0.81 2.17 -0.24
H -1.50 0.93 -1.43
H -0.99 -2.15 0.26
```

The calculation puts the relative energy (zero: lowest compared OMol25 entry of this formula, charge and spin) at 494.2 kJ/mol. The electronic energy comes out at -302.50487 a.u. As for the spin multiplicity: 1. As for the net charge: 0.

---

Record 3
Entry from the OMol25 dataset: one molecule with the formula C3H6N2O at a distorted geometry (ωB97M-V with the def2-TZVPD basis set).

```
12
Properties=species:S:1:pos:R:3
O 1.83 -1.76 -0.61
N 0.16 -0.48 0.24
N -0.39 -0.11 1.47
C -0.85 1.25 -1.01
C 1.20 -1.38 0.39
C 0.02 0.27 -0.94
H 0.64 -0.07 -1.73
H -1.45 -0.19 1.39
H -1.61 1.47 -0.24
H -0.87 1.75 -1.99
H 1.46 -1.61 1.45
H -0.13 0.85 1.59
```

The calculation puts the relative energy (zero: lowest compared OMol25 entry of this formula, charge and spin) at 218.1 kJ/mol. The electronic energy comes out at -302.61001 a.u. As for the spin multiplicity: 1. As for the net charge: 0. As for the SMILES: C=CN(N)C=O.

---

Record 4
Entry from the OMol25 dataset: a 2-piece molecular cluster, C3H6N2O overall at a distorted geometry (ωB97M-V with the def2-TZVPD basis set).

```
12
Properties=species:S:1:pos:R:3
O 2.20 0.03 -1.29
N -0.50 1.11 -0.48
N -1.28 -0.71 0.52
C -0.29 -0.11 1.36
C 0.08 1.04 0.78
C -1.33 0.16 -0.57
H 2.56 -0.58 -1.95
H 1.41 -0.45 -1.04
H 0.52 1.93 1.19
H -1.93 -0.17 -1.42
H -0.04 -0.54 2.32
H -1.39 -1.71 0.58
```

The calculation puts the relative energy (zero: lowest compared OMol25 entry of this formula, charge and spin) at 136.5 kJ/mol. The electronic energy comes out at -302.64109 a.u. As for the spin multiplicity: 1. As for the net charge: 0. As for the SMILES: c1c[nH]cn1.O.